Molecular formula: C56H42AsBF8N7O2SSr
Method: DFT, the ωB97M-V functional and the def2-TZVPD basis

The geometry in XYZ format:
```
119
Properties=species:S:1:pos:R:3:forces:R:3:lowdin_charge:R:1
Sr -0.05713 0.00274 0.17440 -3.5 2.3 1.6 1.55
C -0.13323 7.84440 2.01028 0.0 -0.1 0.0 -0.12
C 0.32431 7.00439 3.02039 0.0 0.0 -0.1 -0.10
C 0.39157 5.63439 2.81073 0.0 0.0 0.0 -0.03
C -0.00707 5.07207 1.59701 0.0 0.0 -0.1 -0.22
C -0.45322 5.92444 0.59172 0.0 0.0 0.0 -0.03
C -0.51627 7.29935 0.79328 0.0 0.0 0.0 -0.10
C 0.00993 3.58722 1.41966 0.1 -0.1 0.0 -0.08
C -1.21051 2.93252 1.61590 0.0 0.1 0.1 -0.26
C -2.44281 3.59794 2.03847 0.0 0.0 -0.1 -0.01
C -3.31853 2.62040 2.35486 0.0 -0.1 0.0 -0.03
C -2.63372 1.35134 2.12136 -0.1 0.1 0.1 -0.28
N -1.39031 1.59018 1.62522 -0.1 0.1 0.3 0.02
C -3.15351 0.10829 2.47349 0.1 -0.1 0.1 -0.08
C -2.48110 -1.14990 2.46237 -0.1 0.0 0.0 -0.26
C -3.05911 -2.36597 2.93479 0.0 0.0 0.0 -0.04
C -2.05105 -3.30465 2.91876 0.0 0.0 0.0 -0.05
C -0.88664 -2.63492 2.44336 -0.1 0.0 0.0 -0.25
C 0.45310 -3.20305 2.53863 0.0 0.1 0.2 -0.07
C 0.54012 -4.47865 3.32066 0.0 0.1 0.0 -0.22
C 0.74310 -5.69903 2.68805 0.0 -0.1 0.0 -0.02
C 0.82659 -6.87735 3.42412 0.0 0.0 0.0 -0.10
C 0.71689 -6.84554 4.80632 0.0 0.1 0.0 -0.12
C 0.51651 -5.62799 5.45054 0.0 0.0 -0.1 -0.10
C 0.42276 -4.45772 4.71119 0.0 -0.1 0.0 -0.03
C 1.64307 -2.62558 2.24108 0.0 0.1 -0.1 -0.16
N 1.86159 -1.46800 1.42566 -0.1 0.3 0.0 0.12
C 3.16864 -0.98174 1.75194 -0.2 0.0 0.1 -0.16
C 3.63241 0.28458 1.61145 0.0 0.0 0.1 -0.08
C 5.05699 0.49740 2.03656 0.0 0.0 -0.1 -0.21
C 5.33361 0.91915 3.33656 0.1 0.0 0.0 -0.03
C 6.64232 1.10425 3.75914 0.0 0.0 0.0 -0.10
C 7.69669 0.88121 2.87919 0.0 0.0 0.0 -0.12
C 7.42889 0.47591 1.57969 0.0 0.0 0.0 -0.09
C 6.11597 0.28254 1.16042 0.0 0.0 0.0 -0.02
C 2.90546 1.51250 1.33438 0.0 0.2 0.0 -0.26
C 3.53346 2.79037 1.28456 0.1 -0.1 0.0 -0.05
C 2.52155 3.72048 1.24200 -0.1 0.0 0.0 -0.04
C 1.29613 2.98559 1.28325 0.0 0.1 -0.1 -0.27
N 1.56012 1.64435 1.29359 0.2 -0.1 0.2 0.04
C 3.83079 -2.03506 2.50693 0.0 -0.1 -0.1 0.02
C 2.93705 -2.99549 2.79891 0.0 0.0 -0.1 0.02
N -1.16924 -1.35173 2.12910 0.1 0.0 0.1 0.05
C -4.49438 0.10798 3.14393 0.0 0.0 -0.1 -0.21
C -5.67741 -0.06974 2.43425 0.0 0.0 0.0 -0.02
C -6.90557 -0.07259 3.08789 0.0 0.0 0.0 -0.09
C -6.96788 0.10556 4.46240 0.1 0.0 0.0 -0.12
C -5.79130 0.28456 5.18228 0.0 0.0 -0.1 -0.10
C -4.56835 0.28303 4.52631 0.0 0.0 0.0 -0.03
H -0.19158 8.91412 2.17291 0.0 0.0 0.0 0.09
H 0.62038 7.42000 3.97666 0.0 0.0 0.0 0.09
H 0.74249 4.97324 3.59438 0.0 0.0 0.0 0.12
H -0.75807 5.49745 -0.35712 0.0 0.0 0.0 0.12
H -0.86777 7.94644 -0.00195 0.0 0.0 0.0 0.09
H -2.59253 4.66528 2.10840 0.0 0.0 0.0 0.10
H -4.32695 2.73313 2.72623 0.0 0.0 0.0 0.10
H -4.08242 -2.50721 3.25124 0.0 0.0 0.0 0.09
H -2.11602 -4.34255 3.21176 0.0 0.0 0.0 0.09
H 0.83533 -5.71971 1.60807 0.0 0.0 0.0 0.12
H 0.97133 -7.82339 2.91505 0.0 0.0 0.0 0.09
H 0.78803 -7.76174 5.38096 0.0 0.0 0.0 0.09
H 0.42700 -5.59406 6.53027 0.0 0.0 0.0 0.09
H 0.26112 -3.50320 5.19848 0.0 0.0 0.0 0.13
H 4.50470 1.09870 4.01160 0.0 0.0 0.0 0.13
H 6.84307 1.42063 4.77633 0.0 0.0 0.0 0.09
H 8.71984 1.02607 3.20618 0.0 0.0 0.0 0.09
H 8.24485 0.30662 0.88661 0.0 0.0 0.0 0.09
H 5.89753 -0.03034 0.14837 0.0 0.0 0.0 0.10
H 4.59712 2.97484 1.27306 0.0 0.0 0.0 0.10
H 2.61903 4.79466 1.19168 0.0 0.0 0.0 0.09
H 4.85477 -1.98558 2.84413 0.0 0.0 0.0 0.11
H 3.09717 -3.85422 3.43273 0.0 0.0 0.0 0.11
H -5.62559 -0.20929 1.36206 0.0 0.0 0.0 0.09
H -7.81776 -0.21841 2.52025 0.0 0.0 0.0 0.09
H -7.92491 0.10290 4.97102 0.0 0.0 0.0 0.09
H -5.82949 0.42180 6.25686 0.0 0.0 0.0 0.09
H -3.64521 0.42111 5.07739 0.0 0.0 0.0 0.12
C -2.50698 -7.55503 -2.74463 0.1 0.1 0.0 -0.07
C -2.06873 -6.12091 -2.89717 0.0 0.0 0.0 -0.29
C -2.75227 -5.24470 -3.73183 0.0 0.0 0.0 -0.05
C -2.37427 -3.91147 -3.82409 0.0 -0.1 0.0 -0.08
C -1.32690 -3.43203 -3.05223 -0.2 0.0 0.0 -0.24
C -0.59357 -4.30825 -2.26106 0.0 -0.1 0.0 -0.02
C -0.96697 -5.64034 -2.19156 0.0 0.0 0.0 -0.03
S -0.90916 -1.69474 -3.09190 0.1 0.1 -0.4 0.57
O 0.51459 -1.68127 -2.88974 0.0 -0.2 0.1 -0.34
O -1.38922 -1.23023 -4.37928 -0.3 0.0 0.0 -0.32
N -1.54343 -0.91531 -1.88114 -0.3 -0.1 -0.1 -0.18
C -2.86544 -0.55066 -1.80093 0.0 0.1 0.0 -0.38
C -3.94642 -1.22479 -2.41193 0.1 0.0 0.0 -0.02
C -5.23409 -0.82970 -2.14098 0.0 0.0 0.0 -0.09
C -5.46126 0.23930 -1.28087 0.0 0.1 0.0 -0.12
C -4.34745 0.87593 -0.76505 0.2 0.2 0.0 -0.17
N -3.08863 0.52235 -1.01803 -0.1 -0.3 0.0 0.12
H -3.30186 -7.80070 -3.45022 0.0 0.0 0.0 0.06
H -2.88281 -7.73357 -1.73460 0.0 0.0 0.0 0.08
H -1.67362 -8.24142 -2.91050 0.0 0.0 0.0 0.07
H -3.58719 -5.60861 -4.32200 0.0 0.0 0.0 0.10
H -2.87096 -3.24067 -4.51330 0.0 0.0 0.0 0.10
H 0.26982 -3.94635 -1.72159 0.0 0.0 0.0 0.10
H -0.39067 -6.32344 -1.57532 0.0 0.0 0.0 0.11
H -3.75532 -2.05932 -3.06416 0.0 0.0 0.0 0.07
H -6.06730 -1.35788 -2.59188 0.0 0.0 0.0 0.10
H -6.46049 0.57003 -1.02768 0.0 0.0 0.0 0.09
H -4.45842 1.73398 -0.10706 0.0 0.0 0.0 0.10
N 0.03214 1.77511 -1.74517 0.1 0.2 -0.4 0.00
H -0.79875 2.34050 -1.87688 0.0 0.0 0.2 0.03
H 0.10443 1.17121 -2.55998 0.0 0.0 0.0 0.01
H 0.84892 2.37790 -1.74766 0.0 0.0 0.0 0.03
F 0.33080 -2.27051 -0.20298 0.5 -0.5 -0.2 0.05
B 1.63871 -1.85357 -0.01850 1.5 -1.7 -0.1 -1.16
F 2.53131 -2.73299 -0.56160 -0.1 0.0 0.0 0.20
F 1.82869 -0.52882 -0.85904 1.5 -1.1 -1.2 -0.21
As 3.17511 -0.21620 -2.45561 1.4 0.9 -0.1 0.87
F 4.26103 -0.72354 -1.23818 0.1 -0.2 0.2 -0.19
F 3.13359 -1.78507 -3.07481 -0.3 -0.2 0.1 -0.17
F 4.48116 0.27627 -3.46061 -0.1 -0.1 -0.2 -0.23
F 3.08801 1.32096 -1.70864 -0.1 0.3 0.2 -0.20
F 1.99738 0.33700 -3.55010 -0.3 -0.2 0.0 -0.19
```
Forces are in eV/Å.

Calculated values
Electronic energy in Eh: -6181.9116
HOMO level (spin up / spin down) in eV: -0.51 / -1.96
2S+1: 2
LUMO energy (spin up / spin down) in eV: 3.973 / 3.941
Net charge: -2
⟨S²⟩: 0.84